Here is a molecular structure, C29H24N2O4PRuS5 from the Open Molecules 2025 dataset. Energies are from ωB97M-V with the def2-TZVPD basis set.

## Properties
Spin multiplicity: 5
⟨S²⟩: 6.04
Total charge: +1
HOMO energy (alpha / beta) in eV: -11.18 / -11.57
Gap between HOMO and LUMO (alpha / beta) in Eh: 0.2893 / 0.2255

Each line ends with the Mulliken spin population.
Element x y z (Å)
Ru (0.8386, 0.4718, 0.8788)  2.53
S (4.1946, 0.5044, 0.7885)  0.76
C (3.4111, 1.9867, 0.6085)  -0.09
N (2.0938, 2.1829, 0.7432)  0.15
C (1.7381, 3.4954, 0.5707)  0.03
C (0.4439, 4.0234, 0.6901)  0.00
C (0.2779, 5.3737, 0.5243)  0.00
C (1.3700, 6.2158, 0.2404)  0.05
C (2.6448, 5.7172, 0.1238)  -0.03
C (2.8253, 4.3400, 0.2866)  0.07
S (4.2714, 3.4213, 0.1629)  0.07
H (-0.3899, 3.3736, 0.9206)  -0.02
H (-0.7094, 5.8049, 0.6157)  0.00
H (1.1987, 7.2745, 0.1084)  0.00
H (3.4812, 6.3631, -0.0988)  0.00
S (-1.5310, 0.6046, 1.6259)  0.21
P (-1.8975, 0.6149, -0.3622)  0.01
S (-0.0441, 1.0123, -1.1627)  0.08
C (-2.5030, -0.9617, -0.9718)  -0.01
C (-3.7987, -1.3435, -0.6262)  0.00
C (-4.2806, -2.5741, -1.0314)  0.00
C (-3.4755, -3.4196, -1.7858)  0.00
C (-2.1877, -3.0379, -2.1314)  0.00
C (-1.6952, -1.8085, -1.7217)  0.01
C (-3.0952, 1.8579, -0.8397)  0.00
C (-3.4991, 2.8412, 0.0556)  0.00
C (-4.3926, 3.8158, -0.3582)  0.00
C (-4.8693, 3.8110, -1.6602)  0.00
C (-4.4609, 2.8297, -2.5564)  0.00
C (-3.5772, 1.8476, -2.1480)  0.00
H (-4.4282, -0.6809, -0.0445)  0.00
H (-5.2852, -2.8721, -0.7672)  0.00
H (-3.8589, -4.3777, -2.1090)  0.00
H (-1.5633, -3.6940, -2.7218)  0.00
H (-0.6878, -1.5081, -1.9894)  0.00
H (-3.1251, 2.8343, 1.0722)  -0.01
H (-4.7220, 4.5743, 0.3384)  0.00
H (-5.5681, 4.5720, -1.9796)  0.00
H (-4.8373, 2.8274, -3.5693)  0.00
H (-3.2676, 1.0742, -2.8404)  0.00
O (4.8614, -2.1239, -1.0151)  0.00
S (3.5915, -2.0845, -1.6764)  0.00
O (3.5086, -1.6326, -3.0304)  0.00
N (2.5305, -1.2254, -0.7275)  0.08
C (1.6013, -1.9963, -0.2495)  -0.03
O (0.6996, -1.5723, 0.5695)  0.09
C (1.6507, -3.4182, -0.6613)  0.02
C (0.7843, -4.4493, -0.3434)  0.01
C (1.0534, -5.7036, -0.8764)  0.00
C (2.1541, -5.9088, -1.7041)  0.00
C (3.0209, -4.8683, -2.0260)  0.00
C (2.7417, -3.6331, -1.4857)  0.00
H (-0.0740, -4.2757, 0.2914)  0.00
H (0.3992, -6.5337, -0.6481)  0.00
H (2.3385, -6.8955, -2.1054)  0.00
H (3.8733, -5.0236, -2.6707)  0.00
C (2.0780, -1.8501, 3.3996)  0.00
C (1.8364, -0.4203, 3.7338)  0.00
C (2.0530, 0.0380, 5.1314)  0.00
O (1.4820, 0.4103, 2.8962)  0.01
H (2.3327, -2.4309, 4.2802)  0.00
H (2.9003, -1.8974, 2.6804)  0.00
H (1.2002, -2.2654, 2.9031)  0.00
H (1.4072, -0.5381, 5.7975)  0.00
H (1.8551, 1.1007, 5.2355)  0.00
H (3.0813, -0.1900, 5.4224)  0.00

---

Here is a molecular structure, C29H24N5O4Zr from the Open Molecules 2025 dataset. Energies are from ωB97M-V with the def2-TZVPD basis set.

## Properties
Spin multiplicity: 1
Energy relative to the best compared isomer or geometry (same formula, charge and spin) in eV: 1.313
Total charge: +1
HOMO energy in eV: -10.84
Gap between HOMO and LUMO in Eh: 0.2607

Each line ends with the natural charge from an NBO analysis.
Element x y z (Å)
Zr (-0.5852, 0.4626, -0.1982)  2.35
O (-2.1648, -0.2765, -1.1213)  -0.79
C (-3.3117, -0.1950, -0.5052)  0.47
C (-4.1489, -1.3264, -0.3844)  -0.30
C (-5.3078, -1.2817, 0.3525)  -0.14
C (-5.7220, -0.0984, 0.9641)  -0.26
C (-4.9787, 1.0437, 0.7976)  -0.13
C (-3.7723, 1.0317, 0.0758)  -0.28
C (-3.0559, 2.2546, -0.1459)  0.23
N (-1.8309, 2.2899, -0.5348)  -0.59
C (-1.2140, 3.5622, -0.8727)  -0.24
C (0.2353, 3.2872, -1.3292)  -0.24
N (0.7517, 2.2853, -0.4326)  -0.55
C (1.9901, 2.0466, -0.2197)  0.20
C (2.3824, 1.0279, 0.7212)  -0.17
C (3.7277, 0.6476, 0.8454)  -0.15
C (4.1254, -0.2778, 1.7811)  -0.24
C (3.1864, -0.8310, 2.6516)  -0.14
C (1.8609, -0.4658, 2.5727)  -0.27
C (1.4153, 0.4649, 1.6130)  0.34
O (0.1550, 0.8289, 1.5749)  -0.80
H (-3.8314, -2.2416, -0.8626)  0.23
H (-5.9017, -2.1751, 0.4651)  0.23
H (-6.6226, -0.0798, 1.5558)  0.23
H (-5.2951, 1.9664, 1.2628)  0.22
H (-3.6346, 3.1837, -0.0441)  0.20
H (-1.1959, 4.2078, 0.0175)  0.21
H (-1.7845, 4.0683, -1.6649)  0.22
H (0.8345, 4.2073, -1.3296)  0.22
H (0.2211, 2.8731, -2.3503)  0.22
H (2.7959, 2.6022, -0.7186)  0.20
H (4.4473, 1.0951, 0.1777)  0.22
H (5.1616, -0.5602, 1.8609)  0.23
H (3.4988, -1.5447, 3.3991)  0.23
H (1.1246, -0.8553, 3.2618)  0.23
O (3.9121, -2.2708, -1.2514)  -0.67
C (3.9269, -1.2453, -2.1025)  0.46
C (5.1350, -0.9525, -2.7474)  -0.30
C (5.2297, 0.1007, -3.6280)  -0.14
C (4.1225, 0.9047, -3.8879)  -0.26
C (2.9302, 0.6292, -3.2642)  -0.14
C (2.7997, -0.4403, -2.3637)  -0.29
C (1.5150, -0.6296, -1.6999)  0.64
O (0.5559, 0.1961, -1.8988)  -0.77
N (1.3445, -1.6889, -0.8957)  -0.45
N (0.2234, -1.5828, -0.1655)  -0.35
C (-0.3437, -2.5705, 0.4366)  0.11
C (-1.4331, -2.2371, 1.3389)  0.16
C (-2.1539, -3.2004, 2.0522)  -0.22
C (-3.0821, -2.7820, 2.9895)  -0.14
C (-3.2486, -1.4217, 3.2135)  -0.22
C (-2.5279, -0.5302, 2.4328)  0.09
N (-1.6658, -0.9200, 1.5040)  -0.49
H (3.0123, -2.4004, -0.8876)  0.51
H (5.9850, -1.5782, -2.5292)  0.23
H (6.1657, 0.3063, -4.1209)  0.23
H (4.2021, 1.7320, -4.5748)  0.22
H (2.0499, 1.2196, -3.4630)  0.22
H (-0.0060, -3.6023, 0.3528)  0.22
H (-1.9898, -4.2473, 1.8487)  0.24
H (-3.6615, -3.5002, 3.5483)  0.24
H (-3.9191, -1.0605, 3.9747)  0.24
H (-2.6344, 0.5446, 2.5518)  0.22

---

Here is a molecular structure, C29H25As2N5NiO11S3 from the Open Molecules 2025 dataset. Energies are from ωB97M-V with the def2-TZVPD basis set.

## Properties
Spin multiplicity: 1
Energy relative to the best compared isomer or geometry (same formula, charge and spin) in eV: 1.516
Total charge: -2
HOMO energy (alpha / beta) in eV: -3.21 / -3.22
Gap between HOMO and LUMO (alpha / beta) in Eh: 0.2430 / 0.2433

Each line ends with the Löwdin charge.
Element x y z (Å)
Ni (0.8375, 0.6487, 0.3609)  0.01
S (1.0456, -0.9183, 2.0622)  0.72
C (2.7457, -0.8920, 1.8485)  -1.11
S (3.2264, 0.0317, 0.4922)  0.68
C (3.6209, -1.5151, 2.7313)  -0.40
C (3.1513, -2.1145, 3.9228)  -0.28
N (2.8209, -2.5847, 4.9251)  0.12
C (5.0214, -1.5225, 2.5472)  -0.28
N (6.1710, -1.5558, 2.4438)  0.12
C (-4.0631, 1.2178, 2.7211)  -0.04
O (-4.0899, 0.5290, 1.4762)  -0.07
C (-3.2433, -0.4969, 1.3192)  -0.69
O (-2.6404, -1.0354, 2.2195)  0.05
C (-3.2384, -0.9671, -0.0992)  -0.31
C (-4.4184, -1.4165, -0.5785)  -0.29
As (-5.3001, -2.3454, 0.8921)  1.35
C (-6.6696, -3.4224, -0.0578)  -0.30
C (-3.7797, -3.6506, 0.8398)  -0.25
C (-2.5682, -3.5130, 0.2771)  -0.23
As (-1.5338, -1.8668, -0.3565)  1.39
C (-1.5284, -2.4144, -2.2483)  -0.26
C (-1.7588, -4.7393, -0.0317)  -0.58
O (-2.1014, -5.4135, -0.9739)  0.11
O (-0.6219, -5.0042, 0.5971)  -0.01
C (-0.2191, -4.2526, 1.7414)  -0.06
C (-4.0589, -4.9089, 1.5578)  -0.49
O (-3.3034, -5.8330, 1.7358)  0.12
O (-5.3102, -4.9063, 2.0878)  -0.13
C (-5.6516, -6.0750, 2.8212)  -0.05
C (-4.6349, -1.7149, -1.9947)  -0.53
O (-5.3786, -2.5481, -2.4645)  0.07
O (-3.9698, -0.8383, -2.7775)  -0.06
C (-4.1388, -1.0330, -4.1744)  -0.06
H (-5.0578, 1.1660, 3.1659)  0.09
H (-3.7917, 2.2529, 2.5124)  0.09
H (-3.3287, 0.7498, 3.3750)  0.09
H (-7.2340, -2.7742, -0.7246)  0.02
H (-7.3481, -3.8496, 0.6805)  0.01
H (-6.2175, -4.2144, -0.6476)  0.03
H (-2.3825, -3.0337, -2.5130)  0.03
H (-0.6124, -2.9826, -2.4099)  0.04
H (-1.4977, -1.5201, -2.8662)  0.02
H (0.1237, -4.9647, 2.4904)  0.10
H (-1.0329, -3.6510, 2.1515)  0.09
H (0.6002, -3.5926, 1.4682)  0.04
H (-6.6908, -5.9576, 3.1172)  0.09
H (-5.0086, -6.1726, 3.6970)  0.09
H (-5.5254, -6.9609, 2.1977)  0.09
H (-3.5222, -0.2904, -4.6728)  0.10
H (-5.1876, -0.9139, -4.4530)  0.09
H (-3.8276, -2.0392, -4.4606)  0.09
N (0.7178, -0.2442, -1.4406)  0.09
C (0.7523, 0.0534, -2.5652)  -0.17
C (0.7204, 0.2975, -3.9262)  -0.29
C (-0.0342, 1.3685, -4.4461)  -0.27
N (-0.6406, 2.2262, -4.9285)  0.10
C (1.3737, -0.5564, -4.8349)  -0.27
N (1.8744, -1.2497, -5.6127)  0.09
C (2.2109, 1.7006, 5.9529)  -0.05
C (1.4950, 2.0330, 4.6739)  -0.28
C (2.1982, 2.1552, 3.4829)  -0.05
C (1.5322, 2.3755, 2.2855)  -0.13
C (0.1467, 2.4694, 2.2733)  -0.28
C (-0.5574, 2.4111, 3.4635)  -0.05
C (0.1125, 2.1978, 4.6574)  -0.04
S (-0.7467, 2.4113, 0.7031)  0.47
O (0.2695, 2.6048, -0.3409)  -0.31
O (-1.7656, 3.4299, 0.7726)  -0.30
O (-1.2762, 1.0310, 0.6489)  -0.35
H (3.2732, 1.9291, 5.8799)  0.07
H (2.1171, 0.6297, 6.1460)  0.08
H (1.7815, 2.2456, 6.7945)  0.07
H (3.2743, 2.0340, 3.4807)  0.12
H (2.0956, 2.5289, 1.3734)  0.09
H (-1.6311, 2.5262, 3.4409)  0.09
H (-0.4473, 2.1370, 5.5840)  0.11

---

Here is a molecular structure, C29H25Br2Cl5NO4PY from the Open Molecules 2025 dataset. Energies are from ωB97M-V with the def2-TZVPD basis set.

## Properties
Spin multiplicity: 1
Energy relative to the best compared isomer or geometry (same formula, charge and spin) in eV: 0.143
Total charge: +1
HOMO energy in eV: -11.44
Gap between HOMO and LUMO in Eh: 0.3124

Each line ends with the natural charge from an NBO analysis.
Element x y z (Å)
Y (0.0562, -0.2579, -1.1116)  1.67
C (-3.5719, 1.2628, -0.6774)  -0.64
C (-2.6287, 0.9955, -1.8154)  -0.04
C (-2.7923, -0.1046, -2.6635)  -0.23
C (-2.0019, -0.2594, -3.7966)  -0.17
C (-0.9972, 0.6556, -4.0841)  -0.19
C (-0.7858, 1.7301, -3.2276)  -0.24
C (-1.6013, 1.8984, -2.1098)  -0.22
H (-4.2791, 2.0422, -0.9669)  0.25
H (-3.0374, 1.6103, 0.2060)  0.24
H (-4.1491, 0.3769, -0.4185)  0.22
H (-3.5716, -0.8277, -2.4535)  0.24
H (-2.1605, -1.1102, -4.4449)  0.25
H (-0.3693, 0.5222, -4.9545)  0.25
H (0.0085, 2.4396, -3.4198)  0.26
H (-1.4547, 2.7569, -1.4659)  0.24
Br (2.2124, -3.4181, -0.5544)  0.15
C (3.4405, -2.3209, 0.4296)  -0.51
Br (2.7380, -0.5408, 0.7257)  0.17
H (4.3463, -2.2169, -0.1531)  0.25
H (3.6108, -2.7647, 1.4018)  0.25
C (-2.6885, -1.2241, 1.7480)  -0.93
P (-1.1694, -1.9376, 1.0369)  0.77
C (-1.6007, -3.6892, 0.8010)  -0.94
C (-0.0199, -1.9334, 2.4444)  -0.26
C (0.7873, -3.0351, 2.7202)  -0.24
C (1.7182, -2.9804, 3.7491)  -0.22
C (1.8494, -1.8281, 4.5105)  -0.19
C (1.0370, -0.7329, 4.2500)  -0.19
C (0.1086, -0.7820, 3.2222)  -0.23
H (-2.5667, -0.1511, 1.8827)  0.26
H (-2.9100, -1.6894, 2.7085)  0.25
H (-3.5217, -1.3990, 1.0670)  0.24
H (-1.8558, -4.1547, 1.7534)  0.25
H (-0.7767, -4.2296, 0.3375)  0.25
H (-2.4589, -3.7517, 0.1314)  0.25
H (0.6936, -3.9459, 2.1434)  0.22
H (2.3287, -3.8480, 3.9658)  0.23
H (2.5715, -1.7884, 5.3153)  0.23
H (1.1243, 0.1631, 4.8507)  0.23
H (-0.5046, 0.0862, 3.0180)  0.23
O (-0.5741, 1.1785, 0.7660)  -0.77
C (0.3527, 1.9657, 0.4261)  0.78
O (1.0418, 1.7163, -0.6182)  -0.80
C (0.6426, 3.1810, 1.2238)  -0.12
C (1.9235, 3.7250, 1.2372)  -0.15
C (2.1883, 4.8538, 1.9965)  -0.21
C (1.1720, 5.4591, 2.7219)  -0.15
C (-0.0943, 4.9048, 2.6780)  0.02
C (-0.3821, 3.7666, 1.9533)  -0.17
N (-1.1864, 5.5456, 3.4408)  0.53
O (-0.8995, 6.4995, 4.1282)  -0.35
O (-2.2867, 5.0383, 3.3654)  -0.37
H (2.7035, 3.2636, 0.6456)  0.24
H (3.1850, 5.2716, 2.0177)  0.24
H (1.3433, 6.3469, 3.3127)  0.26
H (-1.3796, 3.3529, 1.9651)  0.26
Cl (-1.1011, -3.1926, -2.6197)  0.04
C (0.3232, -2.6175, -3.4817)  -0.05
C (0.9066, -1.4633, -3.0014)  -0.66
C (2.0621, -1.0680, -3.6467)  0.04
Cl (2.8517, 0.3593, -3.0114)  0.07
C (2.6092, -1.7408, -4.7342)  -0.13
Cl (4.0382, -1.1800, -5.4974)  0.08
C (1.9667, -2.8947, -5.1922)  -0.08
Cl (2.6039, -3.7568, -6.5291)  0.09
C (0.8081, -3.3527, -4.5558)  -0.10
Cl (0.0236, -4.7800, -5.0920)  0.08